w.
Entry from the OMol25 dataset: one molecule with the formula C16H16ClNO4S (the ωB97M-V functional and the def2-TZVPD basis).

Geometry (Å):
O 0.23686 1.21467 -0.82180
C 0.50804 0.06708 -1.09422
C 1.68272 -0.66639 -0.42707
O 2.42119 0.26234 0.33786
C 3.02306 1.23133 -0.37340
O 3.15040 1.19143 -1.56726
C 3.51130 2.34966 0.51537
C 2.34738 2.99717 1.27302
S 2.13189 2.30283 2.95220
C 0.96797 0.98812 2.70114
C -0.24384 1.20721 2.06299
C -1.13115 0.16183 1.88901
C -0.80732 -1.09375 2.37713
Cl -1.90648 -2.41479 2.14803
C 0.38368 -1.31381 3.05169
C 1.27123 -0.26706 3.21166
N -0.16616 -0.67770 -1.98701
C -1.32508 -0.17218 -2.69350
C -2.51549 -1.05214 -2.49550
C -2.99938 -1.69285 -1.39300
C -4.15406 -2.39445 -1.81933
C -4.28373 -2.12805 -3.14552
O -3.29339 -1.32161 -3.56617
H 2.31971 -1.12595 -1.19126
H 1.31505 -1.41676 0.27497
H 4.23921 1.95354 1.22569
H 4.00269 3.08553 -0.12244
H 1.41343 2.88134 0.72710
H 2.54836 4.05512 1.43566
H -0.50090 2.18640 1.69152
H -2.06840 0.32541 1.38076
H 0.61562 -2.29436 3.43790
H 2.20703 -0.41939 3.72582
H 0.10483 -1.63257 -2.15935
H -1.50322 0.83463 -2.30030
H -1.11728 -0.09637 -3.76653
H -2.58727 -1.67189 -0.40571
H -4.79180 -3.00701 -1.21632
H -5.00669 -2.43655 -3.87382

Calculated values
Molar mass = 353.83 g mol⁻¹
HOMO-LUMO gap = 8.99 eV
SMILES string = O=C(COC(=O)CCSc1ccc(Cl)cc1)NCc1ccco1

=====

x.
Entry from the OMol25 dataset: one molecule with the formula C16H16ClNO4S (the ωB97M-V functional and the def2-TZVPD basis).

Geometry (Å):
O 2.59371 -1.88624 -0.08090
C 1.50872 -2.08020 0.42237
C 0.41956 -2.89974 -0.29521
O -0.70636 -2.11266 -0.67761
C -1.66610 -1.89930 0.21628
O -1.64249 -2.30569 1.35146
C -2.77840 -1.06159 -0.37849
C -2.82799 0.27909 0.34490
S -1.17284 1.06087 0.44491
C -0.63876 1.05301 -1.24588
C 0.69337 0.75364 -1.50304
C 1.16263 0.73328 -2.80150
C 0.29242 1.01223 -3.84445
Cl 0.86541 0.97154 -5.47401
C -1.03446 1.32699 -3.59621
C -1.49772 1.35438 -2.29397
N 1.15254 -1.65925 1.64561
C 2.04359 -0.86346 2.47257
C 1.67331 0.58350 2.47088
C 2.15650 1.63839 1.75348
C 1.40564 2.76834 2.15771
C 0.52324 2.31414 3.08668
O 0.67666 0.99631 3.28400
H 0.09171 -3.71738 0.35659
H 0.83546 -3.28921 -1.22526
H -2.58182 -0.92594 -1.44227
H -3.72866 -1.58153 -0.24147
H -3.10704 0.14079 1.38909
H -3.53033 0.96422 -0.12785
H 1.35754 0.53048 -0.68365
H 2.19341 0.48780 -3.00049
H -1.69950 1.55394 -4.41478
H -2.52697 1.61800 -2.10368
H 0.21122 -1.82010 1.98219
H 2.00655 -1.25346 3.49350
H 3.04841 -0.98122 2.06068
H 2.95296 1.61329 1.03822
H 1.51121 3.77238 1.80266
H -0.23630 2.81034 3.65695

Calculated values
Molar mass = 353.83 g mol⁻¹
HOMO-LUMO gap = 8.83 eV
SMILES string = O=C(COC(=O)CCSc1ccc(Cl)cc1)NCc1ccco1

=====

Most stable: x

=====

w.
Entry from the OMol25 dataset: an isolated ion of composition C6H14N4 and charge +2 (the ωB97M-V functional and the def2-TZVPD basis).

Geometry (Å):
C 2.74521 -0.07208 -1.24451
N 2.35603 0.70642 -0.05747
C 1.30718 0.44664 0.60599
N 0.76396 1.14504 1.56912
C 0.58693 -0.99300 0.34481
C -0.75145 -1.17248 0.28564
N -1.42046 -2.44953 0.31752
C -1.72462 -0.03571 0.18346
C -1.54271 1.11628 -0.46072
N -2.36690 2.17342 -0.56409
H 3.18897 -1.03102 -0.98629
H 1.93510 -0.42457 -1.79433
H 3.34449 0.61836 -1.76745
H 2.90241 1.61383 0.08301
H 0.13367 0.72118 2.15217
H 1.26960 1.88348 1.87778
H 1.10239 -1.95937 0.44264
H -0.77113 -3.13975 0.73358
H -1.86057 -2.69001 -0.61860
H -2.40192 -2.39293 0.80872
H -2.73114 -0.10218 0.72210
H -0.67796 1.24334 -1.02931
H -3.28939 2.00751 -0.27272
H -2.09767 2.78714 -1.33105

Calculated values
Molar mass = 142.21 g mol⁻¹
HOMO-LUMO gap = 8.42 eV
Net charge = +2
SMILES string = C\[NH+]=C(N)/C=C([NH3+])\C=C\N

=====

x.
Entry from the OMol25 dataset: an isolated ion of composition C6H14N4 and charge +2 (the ωB97M-V functional and the def2-TZVPD basis).

Geometry (Å):
C 0.99381 0.58884 1.42548
C -0.09983 1.12569 0.52975
C -0.93840 -0.07800 0.10666
C 0.78055 -1.24641 0.07336
C -1.25815 -0.24290 -1.35734
C -1.99208 -0.53554 1.07033
N 1.72157 -0.22911 0.41592
N 1.05784 -2.32837 -0.47047
N 0.75598 1.56477 -0.67376
N 1.96842 0.72849 -0.63222
H 1.71611 1.33177 1.64094
H 0.55267 0.24208 2.32999
H -0.66456 1.97737 0.91741
H -1.79978 0.67806 -1.65617
H -1.89144 -1.14136 -1.53076
H -0.23285 -0.29539 -2.02448
H -1.56214 -0.47061 2.08157
H -2.49129 -1.47753 0.76171
H -2.83115 0.03764 1.15094
H 0.28894 -2.93168 -0.81521
H 1.99761 -2.63777 -0.81807
H 0.20890 1.38251 -1.56909
H 0.98284 2.66138 -0.65713
H 2.73644 1.29608 -0.29938

Calculated values
Molar mass = 142.21 g mol⁻¹
HOMO-LUMO gap = 9.94 eV
Net charge = +2

=====

Most stable: w

=====

w.
Entry from the OMol25 dataset: C18H8Cl2F9NOPV as an isolated structure (the ωB97M-V functional and the def2-TZVPD basis).

Geometry (Å):
V -0.76764 0.33527 0.44625
Cl 0.72087 3.97380 3.03384
C -0.67793 4.01056 2.06410
C -1.60153 5.08497 2.15100
C -2.73790 5.10070 1.38569
Cl -3.83890 6.41388 1.54515
C -3.05166 4.05085 0.46945
C -4.21883 3.92543 -0.31537
C -4.37262 2.80927 -1.09372
C -3.37606 1.81603 -1.10619
N -2.26387 1.90546 -0.40654
C -2.12328 3.01584 0.37665
C -0.97722 3.02178 1.17775
O -0.27057 1.87833 0.95945
H -1.40266 5.88831 2.84570
H -4.98057 4.69210 -0.27836
H -5.25189 2.66935 -1.70476
H -3.49588 0.93161 -1.72024
F -1.92917 -1.11099 0.01214
P -2.75616 -1.35750 1.74547
F -1.17527 -1.23873 2.21998
F -3.34301 -1.42189 3.16384
F -2.59262 -2.86977 1.46867
F -4.08801 -1.22395 0.95397
F -2.60701 0.31084 1.75000
F 6.41448 -5.25232 -0.70546
C 5.76355 -4.92545 -1.83413
F 5.25184 -6.05889 -2.34183
F 6.66438 -4.45619 -2.70553
C 4.67105 -3.92324 -1.54963
C 4.66811 -2.68076 -2.16323
C 3.66054 -1.77785 -1.87088
C 2.66375 -2.13085 -0.95898
C 2.66414 -3.39278 -0.35244
C 3.67065 -4.28644 -0.65332
C 1.64956 -1.19267 -0.62569
C 0.78217 -0.38313 -0.32391
H 5.44775 -2.41884 -2.86366
H 3.64390 -0.80440 -2.34039
H 1.87950 -3.66120 0.34103
H 3.68402 -5.26652 -0.19585

Calculated values
Molar mass = 578.07 g mol⁻¹
2S+1 = 2
HOMO-LUMO gap (alpha / beta) = 6.08 / 7.02 eV
Net charge = +1

=====

x.
Entry from the OMol25 dataset: C18H8Cl2F9NOPV as an isolated structure (the ωB97M-V functional and the def2-TZVPD basis).

Geometry (Å):
V -0.83101 0.44897 0.73910
Cl 0.52363 0.07601 4.97672
C 1.73696 0.01545 3.77823
C 3.09997 -0.03757 4.09741
C 4.05668 -0.06000 3.10617
Cl 5.70680 -0.09792 3.54026
C 3.69018 -0.06416 1.72767
C 4.56787 -0.08944 0.62631
C 4.04780 -0.10654 -0.64426
C 2.65211 -0.09520 -0.82933
N 1.81147 -0.06416 0.18048
C 2.32263 -0.03913 1.42436
C 1.36136 0.04490 2.44835
O 0.13213 0.19246 1.98946
H 3.39709 -0.05148 5.13654
H 5.63680 -0.09172 0.78891
H 4.70156 -0.13252 -1.50390
H 2.22237 -0.10748 -1.82319
F -1.59808 0.25399 -0.87683
P -3.31412 -0.10086 -0.32766
F -2.51581 -0.94097 0.89208
F -4.70459 -0.37546 0.28830
F -3.22387 -1.37712 -1.21769
F -3.76629 0.82786 -1.49352
F -3.04377 1.22372 0.63110
F 0.67093 9.58451 1.00982
C 0.03944 9.10485 -0.07881
F 0.72390 9.53001 -1.15474
F -1.17857 9.65743 -0.12218
C -0.01756 7.59888 -0.03490
C -1.23349 6.93129 -0.02682
C -1.24888 5.55261 0.04572
C -0.04264 4.83983 0.11070
C 1.17801 5.52541 0.07735
C 1.18581 6.90256 0.01255
C -0.10255 3.43238 0.25856
C -0.18676 2.22340 0.40271
H -2.15751 7.48970 -0.07246
H -2.17961 5.00207 0.04832
H 2.10390 4.96789 0.11294
H 2.11905 7.44974 0.00637

Calculated values
Molar mass = 578.07 g mol⁻¹
2S+1 = 2
HOMO-LUMO gap (alpha / beta) = 5.92 / 6.76 eV
Net charge = +1

=====

Most stable: w

=====

w.
Entry from the OMol25 dataset: a 2-piece molecular cluster, C4H12S2 overall (the ωB97M-V functional and the def2-TZVPD basis).

Geometry (Å):
C -0.42344 1.49368 0.92521
C 0.50989 1.67999 2.18932
S 0.98375 -0.07419 2.77704
H -1.09611 0.53806 0.89615
H 0.16177 1.29084 0.00525
H -1.17544 2.21961 0.89900
H 1.55161 2.20837 1.89090
H -0.01758 2.11114 3.04671
H 1.79800 0.55838 3.80588
C 0.79716 -0.18574 -2.23348
S -0.85387 -0.44359 -1.71938
C -1.32830 -1.93432 -2.78499
H 1.05418 -0.56063 -3.23163
H 1.39078 -0.88884 -1.65189
H 1.05335 0.80338 -2.15090
H -1.93472 -1.47255 -3.66502
H -0.37034 -2.17009 -3.14945
H -1.82550 -2.67472 -2.19392

Calculated values
Molar mass = 124.27 g mol⁻¹
HOMO-LUMO gap = 9.25 eV
SMILES string = CCS.CSC

=====

x.
Entry from the OMol25 dataset: a 2-piece molecular cluster, C4H12S2 overall (the ωB97M-V functional and the def2-TZVPD basis).

Geometry (Å):
C 1.10367 1.22171 -1.48241
C -0.34226 1.18213 -1.91500
S -0.67039 -0.34811 -3.04473
H 1.48964 2.18712 -0.93226
H 1.76469 1.28450 -2.39432
H 1.38394 0.36759 -0.92509
H -0.94615 1.16377 -0.91792
H -0.67717 2.09498 -2.53476
H -2.01377 -0.37420 -3.11722
C -1.08635 -1.11510 2.16560
C 0.32925 -1.36140 1.47941
S 1.67095 -0.56485 2.47221
H -1.27127 -0.00030 2.29409
H -1.04737 -1.59938 3.19493
H -1.86618 -1.54655 1.54980
H 0.63500 -2.44347 1.34884
H 0.25109 -0.84298 0.42104
H 1.29267 0.69455 2.33777

Calculated values
Molar mass = 124.27 g mol⁻¹
HOMO-LUMO gap = 9.79 eV
SMILES string = CCS.CCS

=====

Most stable: x

=====

w.
Entry from the OMol25 dataset: a 2-piece molecular cluster, CHN2OS overall (the ωB97M-V functional and the def2-TZVPD basis).

Geometry (Å):
C -0.29200 -0.20587 -1.51429
N 0.41145 -0.20523 1.74840
N 0.06132 0.92221 1.68786
O -0.11064 -1.02853 -0.65582
S -0.33717 1.29069 -2.07706
H 0.26705 -0.77328 0.81092

Calculated values
Molar mass = 89.10 g mol⁻¹
HOMO-LUMO gap (alpha / beta) = 4.12 / 4.12 eV
Net charge = -1

=====

x.
Entry from the OMol25 dataset: a 2-piece molecular cluster, CHN2OS overall (the ωB97M-V functional and the def2-TZVPD basis).

Geometry (Å):
C -1.41553 0.02425 -0.17347
N 1.69163 0.24254 0.07939
N 0.88154 -0.66538 -0.11603
O -1.94745 -1.05284 -0.07429
S -1.75209 1.57670 -0.16505
H 2.54191 -0.12526 0.44945

Calculated values
Molar mass = 89.10 g mol⁻¹
HOMO-LUMO gap (alpha / beta) = 5.82 / 5.38 eV
Net charge = -1

=====

y.
Entry from the OMol25 dataset: an isolated ion of composition CHN2OS and charge -1 (the ωB97M-V functional and the def2-TZVPD basis).

Geometry (Å):
N -1.03385 1.82512 -0.20616
C -0.63950 0.80587 0.12008
N 0.37341 0.00693 0.39681
O 0.92040 0.26535 1.53160
S -0.04347 -1.71191 -0.33492
H 0.42301 -1.19137 -1.50740

Calculated values
Molar mass = 89.10 g mol⁻¹
HOMO-LUMO gap (alpha / beta) = 6.09 / 6.09 eV
Net charge = -1
SMILES string = N#CN([O-])S

=====

Most stable: x

=====

w.
Entry from the OMol25 dataset: a 2-piece molecular cluster, CHF2OS2 overall (the ωB97M-V functional and the def2-TZVPD basis).

Geometry (Å):
C 0.64811 0.27220 0.28794
O -0.68473 -2.25934 0.01111
F 0.90985 0.19087 1.64256
F 1.06756 1.48917 -0.05078
S -1.90954 0.73751 -1.60783
S -1.29314 0.06665 0.07423
H 1.26189 -0.49707 -0.35724

Calculated values
Molar mass = 131.15 g mol⁻¹
HOMO-LUMO gap (alpha / beta) = 7.07 / 7.09 eV
Net charge = -1

=====

x.
Entry from the OMol25 dataset: an isolated ion of composition CHF2OS2 and charge -1 (the ωB97M-V functional and the def2-TZVPD basis).

Geometry (Å):
C -0.12493 -0.56392 0.63642
O -2.29192 -1.61409 -0.87518
F 0.66379 -1.58335 0.16228
F 0.32219 -0.35640 1.88452
S -2.45170 1.15008 0.13439
S -2.14298 -0.78620 0.42866
H 0.08256 0.26267 0.14323

Calculated values
Molar mass = 131.15 g mol⁻¹
HOMO-LUMO gap = 7.56 eV
Net charge = -1

=====

Most stable: x

=====

w.
Entry from the OMol25 dataset: a 4-piece molecular cluster, CH9O3S overall (the ωB97M-V functional and the def2-TZVPD basis).

Geometry (Å):
C -2.36980 2.55658 0.56086
S -0.73179 3.12599 1.13569
H -2.82864 3.34140 -0.02715
H -3.02208 2.22440 1.37297
H -2.31608 1.71250 -0.13982
H -0.12586 -0.73072 1.43551
H -0.55523 0.66063 1.03786
O -0.90049 -0.26307 1.10207
H 0.88132 2.75644 -0.43019
H 0.92313 2.15926 -1.83035
O 1.50931 2.51717 -1.15830
H 2.63051 -7.03747 -1.46544
H 3.90584 -6.39536 -0.91859
O 2.99987 -6.62774 -0.67514

Calculated values
Molar mass = 101.15 g mol⁻¹
HOMO-LUMO gap = 5.29 eV
Net charge = -1

=====

x.
Entry from the OMol25 dataset: a 4-piece molecular cluster, CH9O3S overall (the ωB97M-V functional and the def2-TZVPD basis).

Geometry (Å):
C -1.00792 -1.36889 -0.69502
S 0.70892 -2.01989 -0.75676
H -1.32911 -0.38813 -1.16148
H -1.94583 -2.02878 -1.00741
H -0.89960 -1.33930 0.42995
H -2.33343 -1.21158 4.01621
H -1.21093 -1.37517 4.95565
O -2.05696 -1.85982 4.70470
H 0.04101 5.03377 -3.05528
H -0.68131 6.12218 -3.76106
O -0.82676 5.46378 -3.06679
H 2.25086 -0.10708 0.04785
H 2.05739 1.34709 0.13535
O 2.72820 0.70587 0.32190

Calculated values
Molar mass = 101.15 g mol⁻¹
HOMO-LUMO gap = 4.99 eV
Net charge = -1

=====

Most stable: w

=====

w.
Entry from the OMol25 dataset: C3H7N2S as an isolated structure (the ωB97M-V functional and the def2-TZVPD basis).

Geometry (Å):
C -0.69570 -1.14087 -0.48021
C -1.11218 0.31283 -0.63758
C 0.60516 -0.08816 0.89894
N 0.20357 -1.31243 0.42827
N -0.29433 0.98255 0.37248
S 2.57493 0.17847 -0.25155
H -1.32142 -1.91753 -0.93236
H -0.91846 0.60694 -1.68982
H -2.14004 0.52661 -0.37526
H 1.03941 0.12291 1.81532
H 0.34659 1.72774 0.09068
H -0.55969 1.13073 1.38766
H 2.27215 -1.12979 -0.62658

Calculated values
Molar mass = 103.17 g mol⁻¹
HOMO-LUMO gap (alpha / beta) = 8.41 / 8.41 eV
Net charge = +1

=====

x.
Entry from the OMol25 dataset: a 2-piece molecular cluster, C3H7N2S overall (the ωB97M-V functional and the def2-TZVPD basis).

Geometry (Å):
C 0.97791 -1.12940 -0.13742
C 0.15398 0.89459 0.52104
C -0.92513 0.00440 0.08812
N 1.30916 0.22482 -0.12282
N -0.36049 -1.24306 -0.05181
S -2.66103 0.14962 -0.22867
H 1.72899 -2.02514 -0.25118
H 0.03028 1.95852 0.15349
H 0.26142 0.80819 1.56434
H 0.74201 0.46070 -1.85649
H 2.19902 0.71226 0.02176
H -0.84176 -2.08510 -0.27322
H -2.61436 1.26960 0.57286

Calculated values
Molar mass = 103.17 g mol⁻¹
HOMO-LUMO gap (alpha / beta) = 7.78 / 7.73 eV
Net charge = +1

=====

Most stable: w